The following is a quantum chemistry calculation of a molecular structure, C20H42AlBr2Cl2O3 in a non-equilibrium geometry, from the Open Molecules 2025 dataset.

Properties
Net charge: -1
E in hartree: -7323.70220
HOMO in eV: -5.102

Atoms and positions in Å:
C  3.39  5.46  0.80
C  3.57  4.72  -0.60
C  2.85  5.38  -1.85
C  4.33  3.53  -0.68
C  3.95  2.45  -1.77
C  3.77  0.96  -1.17
C  2.56  0.22  -1.90
C  2.93  -1.31  -2.25
C  1.15  0.35  -1.12
C  1.10  1.58  -0.10
Al  -0.74  1.85  0.80
C  -0.42  3.34  2.21
C  -1.37  0.21  1.87
Br  -0.81  0.12  3.79
C  -2.17  -0.83  1.40
C  -2.68  -0.85  -0.11
Br  -2.75  -2.33  2.60
C  -2.17  2.61  -0.49
Cl  -2.02  4.47  -0.36
C  -1.92  2.27  -2.03
C  -3.31  2.62  -2.81
Cl  -0.61  3.27  -2.83
H  3.80  4.78  1.61
H  2.26  5.61  0.96
H  3.87  6.49  0.85
H  3.31  5.09  -2.84
H  2.92  6.52  -1.77
H  1.76  5.05  -1.83
H  5.20  3.45  0.04
H  2.96  2.76  -2.22
H  4.75  2.43  -2.58
H  4.73  0.40  -1.47
H  3.74  0.93  -0.04
H  2.44  0.74  -2.92
H  2.90  -1.46  -3.38
H  3.97  -1.61  -1.91
H  2.16  -2.02  -1.80
H  0.90  -0.63  -0.60
H  0.38  0.54  -1.93
H  1.48  2.55  -0.58
H  1.81  1.36  0.77
H  0.10  2.86  3.10
H  -1.43  3.78  2.52
H  0.21  4.18  1.76
H  -3.69  -0.37  -0.24
H  -2.77  -1.95  -0.40
H  -1.86  -0.41  -0.75
H  -3.21  2.37  -0.12
H  -1.73  1.18  -2.25
H  -3.62  1.76  -3.50
H  -3.24  3.61  -3.35
H  -4.14  2.73  -2.03
C  1.00  -4.14  1.94
O  1.74  -3.63  3.05
H  1.69  -4.64  1.26
H  0.26  -4.86  2.29
H  0.51  -3.32  1.42
H  1.10  -3.20  3.63
C  -2.43  -5.87  0.39
O  -3.12  -4.68  0.02
H  -2.63  -6.64  -0.35
H  -1.35  -5.67  0.42
H  -2.77  -6.20  1.37
H  -2.92  -4.01  0.69
C  -5.28  -7.58  2.76
O  -3.87  -7.47  2.90
H  -5.62  -6.84  2.05
H  -5.54  -8.58  2.40
H  -5.76  -7.40  3.73
H  -3.60  -8.14  3.54

These are the natural (NBO) partial charges, in e, on atoms 1 to 2: atom 1 (C): -0.657, atom 2 (C): 0.040